114
Properties=species:S:1:pos:R:3:forces:R:3 method="wB97M-V/def2-TZVPD" spin_multiplicity=1 e_tot_ev=-175876.808 lumo_ev=-6.37 e_above_lowest_ev=0.028 total_charge=+2
Sn -0.7984 -0.4626 -1.8522 0.019 0.028 -0.135
C 5.0280 -1.3079 1.0333 0.000 0.000 0.010
C 4.6337 -1.6907 -0.4017 0.009 -0.024 0.009
C 3.5780 -2.8041 -0.2902 0.026 0.026 0.018
C 5.8772 -2.2682 -1.1094 -0.001 -0.006 0.010
Si 4.0361 -0.1717 -1.3810 -0.087 -0.033 -0.021
Br 1.8522 0.1816 -0.4607 -0.010 0.117 0.019
C 3.6727 -0.4741 -3.2302 0.015 0.001 -0.036
C 5.0032 -0.3718 -4.0049 -0.003 -0.004 -0.004
C 2.6891 0.5410 -3.8288 -0.004 -0.023 -0.012
C 3.0711 -1.8640 -3.4827 0.032 0.019 -0.010
C 4.9062 1.4704 -0.9690 0.021 0.022 -0.010
C 4.4967 2.6053 -1.9197 -0.014 0.009 0.024
C 4.6113 1.9646 0.4571 0.003 -0.008 0.019
C 6.4267 1.2495 -1.1120 0.006 0.014 0.016
H 5.3078 -2.2171 1.5719 0.004 -0.013 -0.001
H 4.2020 -0.8465 1.5797 0.011 -0.018 -0.008
H 5.8842 -0.6356 1.0718 -0.020 -0.021 0.004
H 4.0263 -3.6418 0.2513 -0.006 -0.012 0.003
H 3.2422 -3.1844 -1.2512 -0.002 0.001 -0.025
H 2.7030 -2.4815 0.2759 0.021 0.014 0.008
H 6.2872 -3.0721 -0.4927 0.001 -0.006 0.004
H 6.6710 -1.5320 -1.2490 -0.028 -0.019 0.007
H 5.6369 -2.6997 -2.0809 -0.004 -0.007 -0.012
H 5.4185 0.6359 -3.9889 -0.014 -0.004 0.002
H 4.8250 -0.6336 -5.0514 -0.004 0.004 -0.003
H 5.7629 -1.0565 -3.6266 0.001 -0.001 -0.004
H 3.0032 1.5738 -3.7034 -0.011 0.014 -0.001
H 1.6909 0.4315 -3.3957 -0.008 0.018 0.006
H 2.6002 0.3486 -4.9025 0.002 0.000 0.001
H 3.7599 -2.6713 -3.2422 0.006 -0.015 0.015
H 2.8307 -1.9530 -4.5460 -0.003 -0.007 -0.001
H 2.1466 -2.0223 -2.9198 -0.007 -0.005 0.018
H 3.4222 2.8053 -1.8785 0.004 -0.009 0.000
H 4.7795 2.4206 -2.9553 0.009 -0.007 0.010
H 5.0067 3.5196 -1.6055 0.004 0.006 0.001
H 3.5634 2.2440 0.5799 0.010 0.009 -0.006
H 5.2131 2.8587 0.6405 0.000 0.009 0.004
H 4.8613 1.2407 1.2296 0.002 0.029 -0.026
H 6.7120 0.8857 -2.1006 -0.004 0.003 0.004
H 6.8171 0.5557 -0.3678 0.002 0.024 -0.022
H 6.9345 2.2054 -0.9604 0.003 0.008 0.003
C 0.5024 0.8350 5.5071 0.010 -0.058 0.019
Si -0.1278 1.5352 3.8971 -0.015 0.025 -0.045
C 1.2777 2.0491 2.7665 0.026 0.007 -0.021
C -1.2410 3.0003 4.2206 -0.025 -0.008 -0.011
Si -1.3562 -0.2060 2.8194 -0.021 0.102 0.027
Te -1.6422 1.0866 0.6084 -0.031 -0.056 -0.037
Si -0.1903 -2.2537 2.5552 -0.042 0.023 0.050
C -0.9959 -3.4180 3.7717 0.021 -0.057 -0.006
C -0.3031 -2.8847 0.7972 -0.015 -0.026 -0.047
C 1.6034 -1.9812 3.0024 0.018 -0.025 0.004
Si -3.6033 -0.2824 3.6283 0.011 -0.009 -0.004
C -3.3686 -0.5527 5.4619 0.038 0.002 0.015
C -4.4860 1.3299 3.3016 -0.013 0.010 -0.011
C -4.5081 -1.7157 2.8482 -0.016 -0.023 -0.022
H 1.0414 1.6135 6.0530 -0.002 0.006 -0.002
H 1.1854 -0.0040 5.3680 -0.016 0.040 0.003
H -0.3207 0.5002 6.1411 0.003 -0.005 0.013
H 1.9091 2.7894 3.2650 -0.008 -0.003 0.013
H 0.9121 2.5169 1.8454 0.002 0.001 0.003
H 1.9085 1.2046 2.4847 0.015 -0.005 0.013
H -0.6458 3.8174 4.6364 0.010 -0.004 -0.002
H -2.0169 2.7601 4.9491 -0.011 0.002 0.003
H -1.7257 3.3749 3.3165 0.003 0.000 -0.002
H -2.0425 -3.6127 3.5349 0.019 -0.003 -0.007
H -0.9433 -3.0283 4.7906 0.003 0.002 -0.004
H -0.4689 -4.3757 3.7623 -0.008 -0.006 0.013
H -1.3236 -2.8998 0.4121 -0.001 -0.012 0.038
H 0.0885 -3.9051 0.7596 -0.010 -0.003 -0.021
H 0.3304 -2.2814 0.1399 0.008 -0.007 0.016
H 1.7340 -1.6524 4.0345 -0.026 -0.029 -0.033
H 2.0631 -1.2410 2.3461 0.027 0.025 -0.014
H 2.1530 -2.9196 2.8847 0.006 0.014 0.000
H -2.8649 0.2934 5.9336 -0.003 0.000 0.005
H -2.7933 -1.4556 5.6751 -0.007 0.001 0.004
H -4.3442 -0.6632 5.9423 -0.005 -0.002 -0.006
H -3.9266 2.1909 3.6665 0.004 0.012 0.007
H -5.4428 1.3131 3.8308 0.001 -0.002 0.002
H -4.7011 1.4773 2.2430 0.000 -0.004 -0.011
H -4.0114 -2.6666 3.0452 -0.018 0.011 0.000
H -4.5974 -1.6022 1.7677 -0.004 -0.001 0.003
H -5.5164 -1.7761 3.2664 0.000 0.006 0.005
C -9.6707 -0.7657 -1.9169 0.002 -0.001 -0.001
C -8.1970 -0.6811 -1.6560 -0.012 0.001 0.000
C -7.4889 -1.8071 -1.2374 0.011 -0.007 0.006
C -6.1250 -1.7531 -1.0174 -0.016 0.012 -0.005
C -5.4719 -0.5429 -1.2247 -0.016 0.003 0.006
C -6.1469 0.6029 -1.6387 0.004 -0.002 0.009
C -7.5076 0.5199 -1.8488 -0.003 0.010 -0.007
S -3.7700 -0.4898 -0.9588 0.029 -0.004 0.078
O -3.2419 -1.7445 -0.5005 -0.029 0.026 -0.007
O -3.5933 0.6108 0.1198 0.040 -0.023 0.004
O -3.0583 0.0101 -2.1581 -0.026 -0.019 0.019
H -10.1587 -1.4328 -1.2081 0.002 -0.002 0.000
H -9.8473 -1.1651 -2.9178 -0.004 0.003 -0.001
H -10.1436 0.2126 -1.8604 0.002 0.002 0.000
H -8.0147 -2.7401 -1.0812 0.002 -0.001 0.000
H -5.5745 -2.6256 -0.6938 -0.001 -0.001 -0.001
H -5.6202 1.5366 -1.7858 0.003 -0.002 -0.004
H -8.0520 1.3995 -2.1665 0.003 0.002 0.001
C -1.0626 3.0677 -4.7142 0.004 0.004 0.006
C 0.2407 3.3502 -3.9637 -0.007 0.000 0.005
C -0.0265 2.7391 -2.6075 -0.046 0.013 -0.014
O -0.7738 1.5211 -2.9231 0.066 -0.005 0.090
C -1.5040 1.7069 -4.1904 0.002 -0.074 -0.011
H -0.9279 3.0522 -5.7932 -0.005 0.005 0.000
H -1.8098 3.8250 -4.4790 0.000 -0.001 0.012
H 0.4630 4.4133 -3.8958 0.000 -0.004 0.004
H 1.0821 2.8487 -4.4413 0.018 -0.006 -0.007
H -0.6663 3.3724 -1.9885 0.019 -0.005 0.005
H 0.8599 2.4446 -2.0502 0.022 -0.019 -0.009
H -2.5659 1.6484 -3.9689 -0.004 -0.015 -0.014
H -1.2196 0.8807 -4.8434 0.028 0.035 0.005